[1]
{"formula": "C13H28BeNO5Si2", "method": "ωB97M-V/def2-TZVPD", "fmax_ev_per_a": 0.15, "homo_lumo_gap_ev": 7.90, "total_charge": -1, "e_tot_ev": -41827.87445, "homo_energy_ev": -5.1055, "species": ["Be", "O", "C", "C", "N", "C", "C", "O", "O", "C", "C", "O", "O", "H", "H", "H", "H", "H", "H", "H", "H", "H", "C", "Si", "C", "C", "C", "Si", "C", "C", "C", "H", "H", "H", "H", "H", "H", "H", "H", "H", "H", "H", "H", "H", "H", "H", "H", "H", "H", "H"], "positions_angstrom": [[-0.07147, 0.21231, 0.60989], [-1.20308, -1.33597, 1.15787], [-1.75556, -1.43032, 2.47048], [-0.62627, -1.25779, 3.46804], [-0.01044, 0.03186, 3.37913], [1.41861, 0.11962, 3.41720], [2.12274, -0.22544, 2.09627], [3.29818, -0.55441, 2.13979], [1.42916, -0.10774, 1.01866], [-0.82550, 1.18564, 3.60288], [-1.42336, 1.83161, 2.33962], [-2.24380, 2.72494, 2.49616], [-1.01306, 1.39351, 1.20307], [-1.89582, -1.13856, 0.51661], [-2.22078, -2.41194, 2.60352], [-2.51952, -0.66063, 2.61315], [0.12931, -2.01932, 3.26080], [-1.03496, -1.46588, 4.47453], [1.86952, -0.50280, 4.19958], [1.69979, 1.15237, 3.63721], [-0.25257, 1.96828, 4.10701], [-1.66691, 0.95718, 4.26861], [1.13118, 2.81822, -0.61818], [0.26489, 1.69782, -1.86653], [-1.21017, 2.67310, -2.52621], [1.51399, 1.60652, -3.28674], [-0.33627, 0.08763, -1.17417], [0.05837, -1.56504, -1.88779], [-1.57671, -2.48140, -2.18415], [1.10306, -2.68414, -0.78638], [0.94598, -1.63637, -3.55839], [1.53291, 3.69825, -1.12970], [1.96292, 2.29581, -0.13836], [0.44530, 3.15045, 0.16238], [-0.90549, 3.64567, -2.92326], [-1.92886, 2.84596, -1.72091], [-1.71950, 2.12337, -3.32266], [1.80480, 2.63116, -3.53969], [1.11331, 1.13722, -4.18630], [2.42147, 1.06950, -3.00152], [-1.43126, 0.19108, -1.27290], [-2.15001, -2.58118, -1.25689], [-1.40481, -3.48966, -2.57100], [-2.20137, -1.94261, -2.90182], [0.56403, -2.98143, 0.11482], [2.00951, -2.16707, -0.46535], [1.39045, -3.58757, -1.33366], [0.38471, -1.15291, -4.36122], [1.07810, -2.69001, -3.82506], [1.93530, -1.17890, -3.51847]], "atomic_forces_ev_per_a": [[-0.05, -0.02, 0.08], [0.07, 0.01, 0.03], [0.00, 0.00, -0.02], [0.00, -0.03, 0.02], [-0.01, -0.01, 0.00], [0.02, 0.01, 0.00], [0.04, 0.01, -0.03], [-0.01, 0.01, 0.01], [-0.06, 0.04, 0.04], [-0.03, 0.00, 0.02], [0.00, 0.05, -0.01], [0.00, -0.01, 0.00], [0.03, -0.05, -0.02], [-0.03, -0.02, -0.04], [-0.01, 0.00, 0.00], [0.01, 0.01, 0.01], [0.00, 0.00, 0.00], [-0.01, 0.01, -0.01], [-0.02, -0.02, -0.01], [0.01, -0.01, 0.02], [0.01, 0.00, -0.02], [0.01, -0.01, 0.00], [0.01, -0.02, 0.00], [0.08, -0.03, 0.05], [0.00, 0.02, 0.01], [-0.01, 0.03, -0.01], [-0.12, 0.03, -0.10], [0.06, 0.01, 0.08], [-0.01, 0.00, 0.03], [0.04, 0.03, -0.06], [-0.03, -0.04, -0.01], [-0.01, 0.01, 0.01], [0.00, 0.00, -0.01], [0.01, 0.00, -0.02], [0.00, 0.00, 0.00], [0.00, -0.01, 0.01], [0.00, 0.00, 0.00], [0.01, -0.01, -0.02], [-0.01, -0.02, 0.00], [-0.01, 0.00, 0.02], [0.01, 0.00, -0.07], [0.00, -0.03, -0.01], [-0.01, -0.01, 0.00], [0.01, 0.00, -0.01], [-0.01, 0.03, 0.00], [0.00, -0.01, 0.01], [-0.01, -0.01, 0.01], [-0.01, 0.02, 0.02], [0.00, 0.01, -0.03], [0.01, 0.00, 0.01]]}


[2]
{"formula": "C13H28BrF2I2NaO10P2SV", "method": "ωB97M-V/def2-TZVPD", "fmax_ev_per_a": 4.52, "homo_lumo_gap_ev": 1.86, "total_charge": -1, "e_tot_ev": -185595.04717, "homo_energy_ev": -2.8008, "species": ["C", "C", "I", "C", "I", "S", "P", "C", "C", "P", "C", "C", "H", "H", "H", "H", "H", "H", "H", "H", "H", "H", "H", "H", "H", "H", "H", "H", "H", "C", "O", "O", "O", "H", "C", "C", "O", "C", "O", "O", "F", "H", "H", "H", "Na", "C", "C", "O", "H", "H", "H", "H", "H", "O", "V", "O", "O", "H", "H", "Br", "F"], "positions_angstrom": [[0.17212, 1.00868, -0.07843], [1.07278, -0.20087, -0.41176], [2.91196, 0.66461, -1.20684], [1.44753, -1.08920, 0.83413], [1.21300, -3.19866, 0.43596], [0.53413, -0.46093, 2.32799], [-1.46699, -1.22558, 2.51772], [-2.16781, -1.83223, 0.92291], [-1.64324, -2.46246, 3.88780], [1.67187, -0.54351, 4.12385], [2.16452, -2.24307, 4.61278], [0.89872, 0.42420, 5.54479], [-0.83910, 0.73316, 0.23582], [0.65430, 1.72989, 0.59727], [0.04664, 1.54908, -1.02278], [0.57725, -0.78371, -1.19152], [2.51849, -0.92864, 1.00380], [-3.26215, -1.87707, 1.03620], [-1.84415, -2.83606, 0.63123], [-1.98728, -1.10037, 0.12128], [-0.80845, -2.49091, 4.59095], [-1.87498, -3.44091, 3.44492], [-2.54201, -2.16479, 4.44322], [1.34196, -2.94763, 4.78790], [2.69566, -2.13887, 5.57297], [2.85474, -2.69090, 3.89115], [0.15641, 1.17866, 5.15176], [1.72506, 1.01877, 5.99650], [0.48676, -0.17728, 6.35886], [3.75790, 2.11064, 7.97364], [4.66849, 2.38490, 8.76519], [3.45915, 3.19314, 7.13559], [3.08493, 1.06663, 7.79318], [4.12834, 3.79245, 7.52018], [-1.73038, -2.07225, -4.21247], [-1.85806, -0.81655, -5.01567], [-2.35900, 0.12426, -4.03536], [-1.88177, -0.28486, -2.85841], [-1.85583, 0.38270, -1.86102], [-1.41062, -1.55614, -2.91096], [-2.78880, -0.95683, -6.00064], [-2.66493, -2.63993, -4.15449], [-0.94342, -2.72362, -4.58724], [-0.85303, -0.43623, -5.46852], [1.36199, 2.30583, 3.83422], [-4.30859, 0.62957, -9.31229], [-2.78700, 0.73975, -9.13701], [-2.17593, 0.54114, -10.37618], [-4.60026, -0.35480, -9.68231], [-4.80588, 0.77920, -8.34990], [-4.69116, 1.38631, -10.00068], [-2.52148, 0.03346, -8.34532], [-2.61339, 1.70101, -8.64759], [-1.87935, 1.81011, -10.92817], [-0.81500, 3.01443, -11.68328], [0.19091, 4.15380, -12.40245], [5.47657, 2.48223, 11.90842], [4.72024, 1.96632, 12.20507], [5.24506, 2.70338, 10.98360], [0.50733, -0.42321, -6.64954], [6.23524, 3.48974, 9.33997]], "atomic_forces_ev_per_a": [[0.45, 0.39, -0.83], [-0.40, 0.63, 0.87], [-0.34, -0.45, 0.00], [0.58, 0.09, -1.06], [0.15, 0.38, 0.25], [-0.51, -0.81, -0.03], [-1.75, 1.40, 0.67], [0.20, -0.62, -0.04], [-0.22, -0.60, -0.87], [1.74, 0.47, 0.37], [-0.59, -0.33, 0.47], [-0.38, 0.40, -0.57], [0.27, 0.02, 0.17], [-0.14, -0.38, 0.06], [-0.15, -0.11, 0.24], [0.33, 0.00, 0.07], [-0.34, -0.24, 0.52], [0.29, 0.21, 0.34], [0.11, 0.29, -0.07], [0.15, -0.23, 0.20], [-0.05, -0.06, -0.28], [0.46, 0.00, 0.35], [0.28, 0.20, -0.17], [0.11, 0.22, -0.09], [-0.07, 0.21, -0.27], [-0.16, 0.36, -0.01], [0.13, -1.20, 0.60], [0.38, -0.44, 0.33], [-0.25, 0.09, -0.27], [0.65, 0.03, 0.59], [-2.52, -2.42, -0.40], [-0.19, 0.43, -0.49], [-0.62, -0.19, -0.74], [-0.19, 0.27, -0.38], [-0.04, -0.58, -0.13], [0.18, 0.43, -0.36], [0.15, -0.32, 0.56], [-0.25, 0.16, -0.31], [-0.16, -0.25, 0.15], [-0.09, 0.32, 0.16], [-0.16, 0.11, 0.18], [-0.05, 0.12, -0.01], [0.18, 0.18, 0.16], [-1.91, -0.46, 0.92], [0.61, 0.49, 0.05], [-0.09, 0.10, 0.14], [-2.45, 0.25, 1.44], [0.93, 0.31, -0.20], [0.09, 0.01, -0.04], [0.03, -0.02, 0.00], [0.08, -0.02, -0.04], [0.79, -0.44, -0.73], [0.63, 0.17, -0.63], [-0.45, -1.37, 0.59], [2.43, 3.31, -1.88], [-1.91, -2.35, 1.39], [-0.58, -0.11, 0.13], [0.07, -0.02, 0.02], [0.81, 0.19, -0.33], [1.89, 0.14, -1.38], [1.87, 1.65, 0.65]]}